(1)
The following is a DFT calculation (ωB97M-V/def2-TZVPD) of C12H11O4PSn as an isolated structure at a distorted geometry.

- HOMO level (eV) = -15.856
- energy (hartree) = -1319.73416
- spin multiplicity = 1
- total charge = +2

Last column: Löwdin charge in e.
Geometry (Å):
Sn 0.259 0.462 -0.661  1.03
O -1.442 -2.003 3.237  0.07
C -1.046 -1.260 2.470  0.00
C -0.931 0.129 -2.428  -0.15
O -1.481 -0.358 -3.336  0.21
C 2.027 1.632 -0.282  -0.12
O 2.854 2.287 0.216  0.22
C 1.654 -1.996 -0.556  -0.07
O 2.356 -2.888 -0.654  0.12
C -0.614 3.855 -0.700  -0.22
P -1.153 2.417 0.283  0.80
C -0.777 2.854 2.020  -0.20
C -2.980 2.453 0.214  -0.37
C -3.658 3.478 0.894  -0.07
C -5.038 3.552 0.780  -0.03
C -5.728 2.629 -0.008  -0.02
C -5.040 1.634 -0.700  -0.04
C -3.653 1.540 -0.605  -0.09
H 0.486 3.901 -0.687  0.04
H -1.041 4.779 -0.285  0.08
H -0.955 3.744 -1.741  0.07
H -1.256 3.799 2.327  0.07
H -1.120 2.066 2.711  0.07
H 0.317 2.945 2.069  0.05
H -3.119 4.222 1.476  0.11
H -5.591 4.323 1.292  0.13
H -6.803 2.666 -0.121  0.13
H -5.530 0.906 -1.338  0.12
H -3.031 0.822 -1.168  0.07

(2)
The following is a DFT calculation (ωB97M-V/def2-TZVPD) of a 8-piece molecular cluster, C43H101ClN7O11 overall at a distorted geometry.

- HOMO level (eV) = -6.006
- energy (hartree) = -3369.72852
- spin multiplicity = 1
- total charge = -1

Last column: Löwdin charge in e.
Geometry (Å):
Cl 0.395 0.214 -0.050  0.66
O -0.529 0.626 -1.092  -0.37
O 1.345 -0.745 -0.585  -0.36
O 1.147 1.391 0.308  -0.34
O -0.332 -0.369 1.057  -0.35
C 6.162 2.003 1.465  -0.07
C 4.662 1.878 1.328  -0.42
C 3.858 2.916 2.082  -0.22
O 3.865 4.152 1.422  -0.16
C 3.436 5.175 2.263  -0.14
N 4.278 1.893 -0.126  0.07
H 6.421 2.115 2.522  0.07
H 6.569 2.852 0.913  0.08
H 6.669 1.117 1.072  0.06
H 4.293 0.908 1.694  0.13
H 4.288 3.020 3.097  0.12
H 2.846 2.516 2.251  0.12
H 2.498 4.906 2.785  0.08
H 3.214 6.087 1.714  0.07
H 4.163 5.374 3.068  0.09
H 3.319 1.528 -0.165  0.04
H 4.687 0.998 -0.439  0.04
C -1.115 -3.313 3.851  -0.05
C 0.383 -3.353 3.623  -0.46
C 1.166 -2.149 4.074  -0.19
O 2.535 -2.321 3.756  -0.18
C 2.712 -2.198 2.387  -0.14
N 1.021 -4.593 4.065  0.05
H -1.401 -3.137 4.888  0.08
H -1.525 -4.246 3.462  0.06
H -1.520 -2.530 3.210  0.06
H 0.446 -3.306 2.521  0.12
H 1.155 -1.951 5.148  0.13
H 0.834 -1.227 3.579  0.12
H 3.750 -2.400 2.122  0.09
H 2.506 -1.185 2.008  0.09
H 2.065 -2.849 1.788  0.08
H 0.679 -5.355 3.488  0.07
H 2.011 -4.521 3.839  0.06
C -0.161 5.846 -1.174  -0.07
C 1.127 5.038 -1.050  -0.42
C 1.176 3.956 -2.095  -0.21
O 2.404 3.245 -1.990  -0.19
C 2.526 2.264 -2.974  -0.14
N 2.345 5.886 -1.182  0.04
H -1.003 5.206 -0.876  0.07
H -0.372 6.115 -2.217  0.07
H -0.192 6.765 -0.588  0.07
H 1.225 4.656 -0.030  0.12
H 1.189 4.448 -3.087  0.13
H 0.331 3.261 -1.994  0.12
H 1.842 1.423 -2.793  0.08
H 3.547 1.897 -2.873  0.08
H 2.387 2.665 -3.990  0.09
H 2.186 6.723 -0.615  0.06
H 2.355 6.317 -2.113  0.07
C -0.595 -0.768 -5.052  -0.06
C -1.630 0.336 -4.991  -0.43
C -2.951 -0.211 -4.489  -0.21
O -3.413 -1.197 -5.396  -0.19
C -4.701 -1.648 -5.046  -0.11
N -1.264 1.424 -4.069  0.05
H -0.945 -1.607 -5.660  0.08
H -0.362 -1.158 -4.057  0.08
H 0.354 -0.432 -5.480  0.07
H -1.762 0.741 -5.998  0.14
H -3.718 0.565 -4.379  0.13
H -2.774 -0.646 -3.491  0.11
H -5.423 -0.837 -5.198  0.09
H -4.703 -1.972 -3.997  0.06
H -4.961 -2.518 -5.644  0.09
H -0.319 1.713 -4.317  0.06
H -1.154 1.019 -3.137  0.03
C -4.578 -4.331 -0.413  -0.02
C -4.431 -3.145 0.564  -0.50
C -3.193 -2.314 0.231  -0.14
C -3.426 -1.442 -0.980  -0.16
C -4.640 -0.520 -0.726  -0.12
C -5.900 -1.319 -0.452  -0.53
N -5.614 -2.279 0.605  -0.10
O -6.793 -2.983 0.984  -0.02
C -6.919 -0.311 0.114  -0.04
C -6.517 -1.926 -1.727  -0.03
C -4.259 -3.711 1.976  -0.05
H -4.778 -5.272 0.112  0.08
H -3.662 -4.558 -0.968  0.08
H -5.376 -4.236 -1.147  0.06
H -2.881 -1.748 1.107  0.11
H -2.354 -2.988 0.032  0.13
H -3.699 -2.081 -1.826  0.09
H -2.578 -0.800 -1.220  0.09
H -4.679 0.114 -1.617  0.12
H -4.411 0.126 0.125  0.12
H -6.479 0.047 1.055  0.08
H -6.987 0.575 -0.510  0.08
H -7.846 -0.813 0.385  0.08
H -7.041 -1.161 -2.297  0.08
H -5.753 -2.386 -2.355  0.04
H -7.205 -2.711 -1.410  0.08
H -3.347 -4.296 2.088  0.07
H -5.105 -4.338 2.265  0.08
H -4.200 -2.899 2.708  0.08
H -6.961 -2.662 1.876  0.10
C -2.233 2.758 1.705  0.00
C -1.684 3.358 3.018  -0.52
C -2.767 4.125 3.754  -0.15
C -3.745 3.219 4.462  -0.18
C -2.960 2.331 5.420  -0.15
C -1.811 1.508 4.804  -0.54
N -1.086 2.400 3.927  -0.10
O 0.087 1.807 3.374  -0.01
C -0.914 1.026 5.903  -0.03
C -2.503 0.367 4.052  -0.02
C -0.610 4.368 2.639  -0.04
H -2.666 3.512 1.046  0.09
H -2.952 1.949 1.815  0.06
H -1.368 2.342 1.177  0.06
H -2.315 4.789 4.502  0.12
H -3.300 4.809 3.086  0.12
H -4.285 2.552 3.783  0.10
H -4.474 3.772 5.056  0.11
H -3.650 1.649 5.929  0.12
H -2.526 2.934 6.232  0.12
H -1.471 0.562 6.724  0.09
H -0.178 0.304 5.547  0.07
H -0.386 1.862 6.364  0.09
H -3.359 0.626 3.442  0.07
H -1.749 -0.190 3.481  0.06
H -2.863 -0.373 4.782  0.09
H -0.123 4.736 3.548  0.09
H -1.090 5.222 2.148  0.09
H 0.202 4.015 2.004  0.07
H -0.270 1.182 2.708  0.05
C 3.572 -0.686 -4.629  -0.02
C 3.742 -1.981 -3.826  -0.50
C 4.430 -3.012 -4.724  -0.14
C 5.049 -4.162 -3.949  -0.18
C 6.020 -3.645 -2.883  -0.14
C 5.360 -2.665 -1.940  -0.52
N 4.560 -1.705 -2.665  -0.12
O 4.064 -0.670 -1.883  -0.02
C 4.559 -3.404 -0.862  -0.02
C 6.500 -1.900 -1.243  -0.03
C 2.359 -2.525 -3.419  -0.02
H 4.391 0.009 -4.448  0.09
H 2.651 -0.165 -4.360  0.05
H 3.498 -0.862 -5.706  0.08
H 3.664 -3.455 -5.369  0.11
H 5.158 -2.543 -5.391  0.12
H 5.543 -4.860 -4.631  0.11
H 4.264 -4.740 -3.448  0.10
H 6.916 -3.251 -3.365  0.12
H 6.306 -4.566 -2.364  0.12
H 3.950 -4.240 -1.216  0.08
H 5.129 -3.694 0.023  0.08
H 3.806 -2.718 -0.444  0.07
H 6.139 -1.065 -0.643  0.07
H 7.104 -2.580 -0.644  0.08
H 7.099 -1.447 -2.037  0.09
H 1.806 -2.921 -4.276  0.08
H 1.740 -1.746 -2.965  0.06
H 2.412 -3.332 -2.684  0.08
H 3.325 -1.053 -1.369  0.07

(3)
The following is a DFT calculation (ωB97M-V/def2-TZVPD) of a 7-piece molecular cluster, C4H20N2O8 overall at a distorted geometry.

- HOMO level (eV) = -10.107
- energy (hartree) = -875.82000
- spin multiplicity = 1
- structure (SMILES) = NCC(=O)NCC=O.O.O.O.O.O.O
- total charge = 0

Last column: Löwdin charge in e.
Geometry (Å):
N 0.455 2.483 0.721  0.02
C 0.246 1.243 1.450  -0.18
C -0.596 0.214 0.690  -0.46
N -0.496 -1.036 1.191  0.06
C -0.032 -1.520 2.480  -0.11
C 0.678 -2.890 2.202  -0.23
O 1.052 -3.655 3.032  0.09
O -1.269 0.513 -0.286  0.03
H -0.416 2.878 0.406  0.07
H 1.139 2.444 -0.023  0.05
H -0.198 1.525 2.409  0.13
H 1.224 0.858 1.739  0.10
H -1.115 -1.709 0.753  0.15
H -0.866 -1.707 3.148  0.13
H 0.834 -0.973 2.859  0.13
H 0.719 -3.047 1.106  0.13
H 1.626 1.020 -2.446  -0.01
H 2.338 2.253 -2.723  0.04
O 2.258 1.363 -3.093  -0.06
H -3.986 -1.955 2.068  0.03
H -3.456 -0.567 1.644  0.01
O -4.078 -1.013 2.224  -0.05
H 3.635 2.670 1.039  0.05
H 3.631 1.186 0.533  0.04
O 3.436 2.093 0.297  -0.05
H -0.896 2.241 -1.600  -0.02
H -1.883 2.117 -2.858  0.04
O -1.096 2.525 -2.497  -0.05
H -0.524 -2.349 -3.237  0.00
H -1.550 -3.508 -3.070  0.02
O -0.618 -3.283 -3.006  -0.07
H -0.244 -0.257 -1.622  0.01
H -0.053 0.324 -3.022  0.04
O 0.103 -0.482 -2.508  -0.06

(4)
The following is a DFT calculation (ωB97M-V/def2-TZVPD) of C8H10O4 in the gas phase at a distorted geometry.

- HOMO level (alpha / beta) (eV) = -5.529 / -9.818
- energy (hartree) = -611.62727
- spin multiplicity = 3
- ⟨S²⟩ = 2.010
- total charge = 0

Last column: Löwdin charge in e.
Geometry (Å):
C 1.407 -0.862 -0.008  -0.08
C 0.123 -0.543 0.128  -0.14
C 2.182 0.397 -0.169  -0.44
C -1.982 -0.690 -0.774  -0.12
C -2.087 0.839 -0.794  -0.16
C 0.035 1.110 0.127  -0.44
C 2.115 -2.170 -0.097  0.01
C -0.349 1.640 1.507  0.04
O 3.366 0.508 -0.298  0.13
O -1.041 -1.207 0.176  0.02
O 1.345 1.472 -0.180  0.11
O -0.835 1.493 -0.908  -0.02
H -2.943 -1.126 -0.493  0.13
H -1.689 -1.051 -1.768  0.14
H -2.648 1.148 -1.678  0.14
H -2.614 1.195 0.101  0.12
H 1.554 -2.957 0.398  0.08
H 3.101 -2.070 0.351  0.09
H 2.257 -2.440 -1.143  0.10
H -1.289 1.211 1.842  0.08
H -0.437 2.724 1.462  0.10
H 0.430 1.379 2.218  0.10

What is the formula in the second record?
C43H101ClN7O11

What is the formula in the second record?
C43H101ClN7O11

Which value of energy does entry 4 give?
-611.62727 hartree